The following is a DFT calculation (ωB97M-V with the def2-TZVPD basis set) of a structure of composition C4H6N4 in a non-equilibrium geometry.

Atoms and positions in Å:
C 0.639 0.306 -1.040
C 1.074 -1.433 0.530
C -1.711 0.964 0.784
C -1.700 1.509 -0.572
H 1.621 1.074 -0.475
H 0.063 0.753 -2.106
H 1.322 -0.665 -1.371
H 1.839 -1.411 -0.200
H 0.324 -1.788 2.080
H -2.064 1.462 1.752
N -0.051 -0.630 -0.074
N 0.944 -2.121 1.483
N -0.742 0.098 1.000
N -1.558 1.883 -1.791

Results
Energy relative to the best compared isomer or geometry (same formula, charge and spin) ... 748.7 kJ/mol
Gap between HOMO and LUMO ... 9.2 eV
Calculated total energy ... -374.77619 Eh
Maximum force ... 0.21874 hartree/bohr

Mulliken atomic charge list, values in e, 4 entries:
1 C -0.713
2 C 0.048
3 C -0.209
4 C 0.539

The following is a DFT calculation (ωB97M-V with the def2-TZVPD basis set) of an isolated molecule of C4H6N4 in a non-equilibrium geometry.

Atoms and positions in Å:
C 1.011 -1.373 -0.042
C 0.449 -0.984 -1.340
N -0.483 -0.143 -1.690
N -1.150 0.763 -1.038
C -0.945 1.566 -0.082
N -0.473 1.378 1.185
N 0.233 0.381 1.532
C 0.871 -0.605 1.151
H 1.850 -2.210 0.014
H 0.785 -1.403 -2.322
H -2.169 0.947 -1.569
H -1.628 2.332 -0.209
H 0.500 0.532 2.414
H 1.149 -1.181 1.995

Results
Energy relative to the best compared isomer or geometry (same formula, charge and spin) ... 569.5 kJ/mol
Gap between HOMO and LUMO ... 8.5 eV
Calculated total energy ... -374.84444 Eh
Maximum force ... 0.18879 hartree/bohr
Structure (SMILES) ... c1cn[nH]cn[nH]c1

Mulliken atomic charge list, values in e, 4 entries:
1 C -0.594
2 C -0.061
3 N -0.741
4 N 0.061

The following is a DFT calculation (ωB97M-V with the def2-TZVPD basis set) of a cluster of 2 separate species, C4H6N4 in total in a non-equilibrium geometry.

Atoms and positions in Å:
C -0.769 -2.110 -0.637
C -0.156 -0.880 -0.468
C -0.086 1.072 0.787
C 1.006 -0.421 -0.977
H -0.468 -2.719 -1.423
H -1.855 -2.169 -0.162
H -1.585 -0.080 0.960
H 0.000 2.548 2.127
H 1.162 2.563 -0.076
H 1.334 -1.183 -1.867
N -0.866 0.061 0.274
N -0.727 1.841 1.643
N 1.314 0.892 0.625
N 1.697 0.586 -0.806

Results
Energy relative to the best compared isomer or geometry (same formula, charge and spin) ... 797.6 kJ/mol
Gap between HOMO and LUMO ... 7.2 eV
Calculated total energy ... -374.75757 Eh
Maximum force ... 0.18545 hartree/bohr

Mulliken atomic charge list, values in e, 4 entries:
1 C -0.933
2 C 0.822
3 C 0.363
4 C -0.054

The following is a DFT calculation (ωB97M-V with the def2-TZVPD basis set) of an isolated molecule of C4H6N4 in a non-equilibrium geometry.

Atoms and positions in Å:
C 1.295 -0.706 1.787
N 1.265 0.308 1.061
N 0.175 0.499 0.210
N -0.111 1.669 -0.178
N -1.083 1.577 -1.057
C -1.222 0.188 -1.356
C -0.372 -0.576 -0.543
C -0.107 -2.010 -0.234
H 2.069 -1.036 2.646
H 0.449 -1.462 1.634
H -1.738 -0.110 -2.233
H -0.564 -2.314 0.725
H -0.478 -2.663 -1.142
H 0.980 -2.166 0.196

Results
Energy relative to the best compared isomer or geometry (same formula, charge and spin) ... 448.8 kJ/mol
Gap between HOMO and LUMO ... 10.3 eV
Calculated total energy ... -374.89042 Eh
Maximum force ... 0.10965 hartree/bohr
Structure (SMILES) ... C=Nn1nncc1C

Mulliken atomic charge list, values in e, 4 entries:
1 C -0.358
2 N -0.707
3 N 1.058
4 N -0.569

The following is a DFT calculation (ωB97M-V with the def2-TZVPD basis set) of a structure of composition C4H6N4O in a non-equilibrium geometry.

Atoms and positions in Å:
C -0.382 2.209 0.588
C -0.907 0.116 0.910
C 0.150 0.173 -0.155
C 0.383 -2.024 -0.677
H 2.136 1.191 -1.168
H -0.223 3.247 0.632
H -1.734 -0.427 0.414
H -0.504 -0.513 1.807
H 0.987 -2.446 -1.520
H -0.771 -3.438 -0.110
N 0.433 1.481 -0.178
N -1.152 1.479 1.310
N 0.869 -0.654 -0.766
N -0.583 -2.462 0.038
O 1.298 2.069 -1.125

Results
Energy relative to the best compared isomer or geometry (same formula, charge and spin) ... 357.5 kJ/mol
Gap between HOMO and LUMO ... 9.4 eV
Calculated total energy ... -450.15249 Eh
Maximum force ... 0.10616 hartree/bohr

Mulliken atomic charge list, values in e, 4 entries:
1 C -0.118
2 C -0.137
3 C 0.350
4 C -0.068

The following is a DFT calculation (ωB97M-V with the def2-TZVPD basis set) of the ion C4H6N5O with charge -1 in a non-equilibrium geometry.

Atoms and positions in Å:
O 3.187 1.066 -0.568
C 1.939 0.949 -0.699
C 0.956 0.632 0.350
C 0.264 -0.733 0.613
N -0.950 -0.984 -0.130
C -1.981 -0.221 -0.023
N -2.107 1.008 0.445
N -3.394 1.394 0.119
N -4.064 0.525 -0.460
N -3.159 -0.530 -0.672
H 1.485 1.044 -1.708
H 0.334 1.486 0.076
H 1.475 0.819 1.257
H 0.980 -1.514 0.194
H 0.128 -0.687 1.719
H -3.682 -1.352 -0.933

Results
Energy relative to the best compared isomer or geometry (same formula, charge and spin) ... 123.2 kJ/mol
Gap between HOMO and LUMO ... 7.2 eV
Calculated total energy ... -505.00315 Eh
Net charge ... -1
Maximum force ... 0.07187 hartree/bohr
Structure (SMILES) ... O=CCC/N=c1\[n-]nn[nH]1

Mulliken atomic charge list, values in e, 4 entries:
1 O -0.563
2 C -0.055
3 C -0.385
4 C -0.348

The following is a DFT calculation (ωB97M-V with the def2-TZVPD basis set) of a cluster of 2 separate species, C4H6NO in total in a non-equilibrium geometry.

Atoms and positions in Å:
C 2.289 -0.043 0.079
C -2.567 -0.806 0.435
C 1.354 0.602 0.489
C -1.756 -0.032 -0.176
N -1.001 0.677 -0.841
O 3.292 -0.560 -0.531
H -3.363 -0.585 1.200
H -2.256 -1.812 0.359
H 0.984 0.895 1.550
H 0.276 0.508 -0.242
H -1.204 1.006 -1.811
H 3.954 0.151 -0.512

Results
Energy relative to the best compared isomer or geometry (same formula, charge and spin) ... 478.0 kJ/mol
Gap between HOMO and LUMO (spin up / spin down) ... 4.9 / 6.1 eV
Calculated total energy ... -285.40323 Eh
Net charge ... +1
Maximum force ... 0.14551 hartree/bohr
Multiplicity ... 3

Mulliken atomic charge list, values in e, 4 entries:
1 C 0.464
2 C -0.579
3 C -0.493
4 C 0.509

The following is a DFT calculation (ωB97M-V with the def2-TZVPD basis set) of the ion C4H6NO2 with charge +1 in a non-equilibrium geometry.

Atoms and positions in Å:
O -2.052 0.047 0.828
C -1.616 0.369 -0.395
N -0.142 0.191 -0.177
C 0.545 -0.898 -0.515
C 1.807 -0.771 -0.007
C 1.816 0.361 0.776
O 0.633 1.000 0.619
H -2.702 0.593 1.169
H -1.934 1.438 -0.599
H -1.867 -0.204 -1.347
H 0.193 -1.630 -1.216
H 2.651 -1.429 -0.240
H 2.666 0.933 1.105

Results
Energy relative to the best compared isomer or geometry (same formula, charge and spin) ... 192.0 kJ/mol
Gap between HOMO and LUMO ... 10.7 eV
Calculated total energy ... -360.90080 Eh
Net charge ... +1
Maximum force ... 0.06382 hartree/bohr
Structure (SMILES) ... OC[n+]1ccco1

Mulliken atomic charge list, values in e, 4 entries:
1 O -0.467
2 C -0.184
3 N 0.345
4 C 0.079

The following is a DFT calculation (ωB97M-V with the def2-TZVPD basis set) of the ion C4H6NO2 with charge +1 in a non-equilibrium geometry.

Atoms and positions in Å:
N 0.326 1.223 0.573
C -0.827 1.151 -0.619
O -0.840 2.169 -1.243
C -1.557 -0.051 -0.803
C -1.367 -1.496 -0.115
C -2.264 -0.530 0.512
O -2.882 -0.084 1.413
H 1.250 0.870 0.187
H 0.029 0.723 1.453
H 0.560 2.198 0.614
H -2.090 0.066 -1.821
H -0.511 -1.767 0.327
H -1.720 -2.293 -0.836

Results
Energy relative to the best compared isomer or geometry (same formula, charge and spin) ... 204.0 kJ/mol
Gap between HOMO and LUMO ... 10.1 eV
Calculated total energy ... -360.89623 Eh
Net charge ... +1
Maximum force ... 0.08970 hartree/bohr
Structure (SMILES) ... [NH3+]C(=O)[C@H]1CC1=O

Mulliken atomic charge list, values in e, 4 entries:
1 N -0.437
2 C 0.448
3 O -0.417
4 C -0.254

The following is a DFT calculation (ωB97M-V with the def2-TZVPD basis set) of the ion C4H6NO3 with charge -1 in a non-equilibrium geometry.

Atoms and positions in Å:
C 0.289 -0.150 0.377
C -0.626 0.393 -0.732
C -0.927 -0.601 -1.871
O 0.104 -0.817 -2.661
N 0.853 0.893 1.109
C 1.357 0.589 2.407
O 1.982 1.530 2.944
O 1.223 -0.583 2.845
H -0.181 1.277 -1.205
H 1.058 -0.819 -0.080
H -1.424 -1.528 -1.444
H -1.591 0.689 -0.291
H -1.773 -0.096 -2.402
H -0.343 -0.777 1.005

Results
Energy relative to the best compared isomer or geometry (same formula, charge and spin) ... 628.7 kJ/mol
Gap between HOMO and LUMO ... 4.4 eV
Calculated total energy ... -436.35974 Eh
Net charge ... -1
Maximum force ... 0.05641 hartree/bohr

Mulliken atomic charge list, values in e, 4 entries:
1 C -0.369
2 C -0.422
3 C -0.357
4 O -0.668

The following is a DFT calculation (ωB97M-V with the def2-TZVPD basis set) of a structure of composition C4H6NO3S in a non-equilibrium geometry.

Atoms and positions in Å:
C 0.306 -0.866 0.803
C -0.575 0.080 0.269
C 2.080 0.255 -0.352
C 0.907 0.674 -1.363
N 1.646 -0.813 0.463
O -2.052 1.279 2.010
O -3.844 -1.833 0.153
O -0.289 0.938 -0.744
S -2.237 0.718 0.628
H 0.086 -1.803 1.483
H 2.978 0.063 -0.985
H 2.353 1.059 0.351
H 1.160 1.689 -1.884
H 0.849 -0.255 -1.948
H -3.369 -1.185 1.117

Results
Energy relative to the best compared isomer or geometry (same formula, charge and spin) ... 766.7 kJ/mol
Gap between HOMO and LUMO (spin up / spin down) ... 5.7 / 6.5 eV
Calculated total energy ... -834.47749 Eh
Net charge ... -1
Maximum force ... 0.11238 hartree/bohr

Mulliken atomic charge list, values in e, 4 entries:
1 C -0.234
2 C 0.431
3 C -0.413
4 C -0.524

The following is a DFT calculation (ωB97M-V with the def2-TZVPD basis set) of a cluster of 2 separate species, C4H6NOS in total in a non-equilibrium geometry.

Atoms and positions in Å:
C 0.219 0.049 0.181
C 2.784 0.273 0.486
C -0.003 -1.086 -0.785
C -1.943 0.857 0.458
N -0.497 0.954 0.631
O 3.092 1.289 0.983
S 3.366 -1.028 -0.210
H 0.623 -1.859 -0.562
H -0.933 -1.511 -0.700
H 0.384 -0.724 -1.707
H -2.550 1.444 1.194
H -2.374 -0.109 0.537
H -2.167 1.452 -0.507

Results
Energy relative to the best compared isomer or geometry (same formula, charge and spin) ... 265.9 kJ/mol
Gap between HOMO and LUMO (spin up / spin down) ... 5.4 / 5.4 eV
Calculated total energy ... -684.12740 Eh
Net charge ... -1
Maximum force ... 0.07820 hartree/bohr

Mulliken atomic charge list, values in e, 4 entries:
1 C 0.149
2 C 0.366
3 C -1.346
4 C -0.812

The following is a DFT calculation (ωB97M-V with the def2-TZVPD basis set) of a structure of composition C4H6NOS in a non-equilibrium geometry.

Atoms and positions in Å:
C 0.260 -1.316 0.333
C 1.528 -0.823 0.203
C -1.269 0.243 -1.622
C -0.303 0.017 0.443
N 1.126 0.614 0.340
O -2.405 0.436 -1.632
S -1.359 0.728 1.690
H -0.408 -2.159 0.491
H 2.528 -1.187 0.384
H -0.318 0.029 -2.245
H 1.604 0.865 1.208
H 1.272 1.361 -0.387
H -2.256 1.192 0.795

Results
Energy relative to the best compared isomer or geometry (same formula, charge and spin) ... 423.9 kJ/mol
Gap between HOMO and LUMO ... 8.5 eV
Calculated total energy ... -683.76810 Eh
Net charge ... +1
Maximum force ... 0.06078 hartree/bohr

Mulliken atomic charge list, values in e, 4 entries:
1 C -0.037
2 C -0.590
3 C 0.304
4 C -0.214

The following is a DFT calculation (ωB97M-V with the def2-TZVPD basis set) of an isolated molecule of C4H6NP in a non-equilibrium geometry.

Atoms and positions in Å:
C 2.262 0.316 1.385
P 0.822 -0.753 0.495
C -0.132 0.209 -0.540
N -1.061 -0.093 -1.491
C -2.524 0.026 -1.037
C -2.030 -1.165 -1.090
H 1.798 1.015 2.233
H 2.758 0.942 0.688
H 2.987 -0.391 1.715
H 0.239 1.288 -0.569
H -2.895 0.771 -0.451
H -2.223 -2.164 -1.340

Results
Energy relative to the best compared isomer or geometry (same formula, charge and spin) ... 488.1 kJ/mol
Gap between HOMO and LUMO ... 8.7 eV
Calculated total energy ... -551.90449 Eh
Maximum force ... 0.08979 hartree/bohr
Structure (SMILES) ... C/P=C/N1C=C1

Mulliken atomic charge list, values in e, 4 entries:
1 C -0.953
2 P -0.068
3 C -0.046
4 N -0.344

The following is a DFT calculation (ωB97M-V with the def2-TZVPD basis set) of an isolated molecule of C4H6NP in a non-equilibrium geometry.

Atoms and positions in Å:
C -0.818 1.751 -0.021
C -1.431 -1.215 0.278
C 0.180 0.643 -0.403
C 0.017 -0.660 0.233
N -1.936 1.599 0.416
P -2.780 -0.339 -0.141
H -0.376 2.728 -0.019
H -1.424 -2.232 0.456
H -0.017 0.484 -1.506
H 1.317 0.821 -0.463
H 0.445 -0.756 1.338
H 0.492 -1.370 -0.357

Results
Energy relative to the best compared isomer or geometry (same formula, charge and spin) ... 80.3 kJ/mol
Gap between HOMO and LUMO (spin up / spin down) ... 7.0 / 6.5 eV
Calculated total energy ... -551.92025 Eh
Maximum force ... 0.07791 hartree/bohr
Multiplicity ... 3

Mulliken atomic charge list, values in e, 4 entries:
1 C 0.059
2 C -0.480
3 C -0.559
4 C -0.401

The following is a DFT calculation (ωB97M-V with the def2-TZVPD basis set) of an isolated molecule of C4H6O.

Atoms and positions in Å:
O 1.438 -1.361 1.319
C 0.749 -0.723 0.501
C -0.644 -0.184 0.603
C -0.811 0.788 -0.551
C 1.531 -0.750 -0.623
H -1.348 -1.022 0.531
H -0.786 0.277 1.583
H -0.353 1.760 -0.383
H -1.829 0.940 -0.839
H 2.381 -0.072 -0.706
H -0.328 0.348 -1.434

Results
Energy relative to the best compared isomer or geometry (same formula, charge and spin) ... 313.6 kJ/mol
Gap between HOMO and LUMO ... 8.8 eV
Calculated total energy ... -231.10429 Eh
Maximum force ... 0.01785 hartree/bohr

Mulliken atomic charge list, values in e, 4 entries:
1 O -0.561
2 C 0.666
3 C -0.168
4 C -1.194

The following is a DFT calculation (ωB97M-V with the def2-TZVPD basis set) of an isolated molecule of C4H6O in a non-equilibrium geometry.

Atoms and positions in Å:
C 0.267 1.862 0.016
C 0.732 0.958 -0.831
O 0.778 -0.411 -0.736
C 0.090 -1.128 0.279
C -0.913 -1.957 0.035
H 0.525 2.916 -0.037
H -0.071 1.535 0.950
H 1.140 1.158 -1.758
H 0.478 -0.921 1.316
H -1.554 -2.501 0.700
H -1.084 -2.060 -0.958

Results
Energy relative to the best compared isomer or geometry (same formula, charge and spin) ... 155.5 kJ/mol
Gap between HOMO and LUMO ... 10.3 eV
Calculated total energy ... -231.16448 Eh
Maximum force ... 0.06260 hartree/bohr
Structure (SMILES) ... C=COC=C

Mulliken atomic charge list, values in e, 4 entries:
1 C -0.685
2 C -0.023
3 O -0.366
4 C -0.071

The following is a DFT calculation (ωB97M-V with the def2-TZVPD basis set) of a structure of composition C4H6O in a non-equilibrium geometry.

Atoms and positions in Å:
C -0.697 0.781 -0.095
C -0.826 -0.738 -0.262
C 0.897 -0.678 0.773
O 1.064 -0.494 -0.785
C 0.788 0.619 0.110
H -1.235 1.172 0.774
H -0.983 1.334 -0.997
H -1.341 -1.295 0.508
H -1.062 -1.108 -1.256
H 1.858 -0.974 1.139
H 1.537 1.382 0.092

Results
Energy relative to the best compared isomer or geometry (same formula, charge and spin) ... 541.7 kJ/mol
Gap between HOMO and LUMO (spin up / spin down) ... 8.5 / 8.5 eV
Calculated total energy ... -231.01738 Eh
Maximum force ... 0.06663 hartree/bohr

Mulliken atomic charge list, values in e, 4 entries:
1 C -0.385
2 C -0.265
3 C -0.557
4 O -0.407